[1]
{
  "formula": "C27H25AuI2N2O2S",
  "method": "ωB97M-V with the def2-TZVPD basis set",
  "lumo_energy_ev": -9.5924,
  "energy_ha": -2432.4736,
  "total_charge": 2,
  "max_force_ev_per_a": 1.12,
  "symbols": ["Au", "I", "C", "C", "C", "I", "C", "O", "C", "C", "N", "C", "C", "C", "C", "C", "C", "N", "C", "H", "H", "H", "H", "H", "H", "H", "H", "H", "H", "H", "O", "S", "C", "C", "C", "C", "C", "C", "C", "C", "C", "C", "C", "C", "C", "C", "H", "H", "H", "H", "H", "H", "H", "H", "H", "H", "H", "H", "H", "H"],
  "coordinates": [[0.81117, 1.47290, -1.37598], [6.30814, -1.28278, 2.51513], [5.20063, -0.34633, 1.09201], [5.29422, -0.77336, -0.24573], [4.51112, -0.17729, -1.19009], [4.61343, -0.75511, -3.15677], [3.59691, 0.90831, -0.80506], [2.86432, 1.43774, -1.67159], [3.58274, 1.37727, 0.57858], [2.75947, 2.58297, 0.92977], [1.31104, 2.27475, 0.95604], [0.48986, 3.48102, 1.11967], [0.50804, 4.35901, -0.12588], [0.34544, 5.73043, -0.02453], [0.37842, 6.50442, -1.17345], [0.58592, 5.89565, -2.40008], [0.73261, 4.52447, -2.43522], [0.68671, 3.77653, -1.31483], [4.35577, 0.74166, 1.48653], [5.97550, -1.56732, -0.52345], [3.09981, 2.99414, 1.88256], [2.91802, 3.34209, 0.16428], [1.11490, 1.61989, 1.70237], [-0.53599, 3.17256, 1.33099], [0.82791, 4.08516, 1.96320], [0.19506, 6.18255, 0.95036], [0.25248, 7.57754, -1.10924], [0.63483, 6.46947, -3.31751], [0.88354, 3.99856, -3.36950], [4.35822, 1.07217, 2.51912], [-1.22668, 1.04607, -1.49766], [-2.00282, -0.22447, -1.03849], [-1.32480, -0.65694, 0.58204], [-2.21190, -1.56200, 1.40110], [-3.42645, -1.08383, 1.88136], [-4.24454, -1.89921, 2.64907], [-3.84566, -3.19448, 2.94789], [-2.63001, -3.66986, 2.48100], [-1.81468, -2.85438, 1.70722], [-1.35195, -1.53784, -2.07742], [-1.77622, -2.90687, -1.61425], [-0.81656, -3.88435, -1.39219], [-1.19661, -5.15965, -0.98619], [-2.53633, -5.45177, -0.79001], [-3.49807, -4.47487, -1.00913], [-3.12031, -3.20856, -1.42971], [-1.24671, 0.33935, 1.03143], [-0.32297, -1.07002, 0.41174], [-3.74350, -0.06957, 1.64520], [-5.19005, -1.52285, 3.02026], [-4.48539, -3.83320, 3.54632], [-2.31629, -4.68124, 2.71480], [-0.87042, -3.23414, 1.33223], [-0.26555, -1.40311, -2.06278], [-1.72320, -1.29697, -3.07422], [0.23579, -3.65543, -1.54837], [-0.44318, -5.92423, -0.82745], [-2.83480, -6.44669, -0.48001], [-4.54794, -4.70338, -0.86212], [-3.88241, -2.45457, -1.61340]]
}

[2]
{
  "formula": "C27H25BrF40NO6",
  "method": "ωB97M-V with the def2-TZVPD basis set",
  "lumo_energy_ev": 1.8951,
  "energy_ha": -8118.6016,
  "total_charge": -1,
  "max_force_ev_per_a": 2.81,
  "symbols": ["O", "C", "C", "N", "Br", "H", "H", "H", "H", "H", "C", "C", "C", "F", "F", "F", "F", "O", "C", "C", "F", "F", "F", "F", "H", "H", "H", "H", "C", "C", "C", "F", "F", "F", "F", "O", "C", "C", "F", "F", "F", "F", "H", "H", "H", "H", "C", "C", "C", "F", "F", "F", "F", "O", "C", "C", "F", "F", "F", "F", "H", "H", "H", "H", "C", "C", "C", "F", "F", "F", "F", "O", "C", "C", "F", "F", "F", "F", "H", "H", "H", "H", "C", "C", "C", "F", "F", "F", "F", "O", "C", "C", "F", "F", "F", "F", "H", "H", "H", "H"],
  "coordinates": [[-4.39608, -2.96728, 1.06231], [-3.79638, -1.59366, 1.07513], [-4.12017, -0.88998, 2.52130], [-2.99191, -0.03460, 3.07443], [-1.44094, -1.03410, 3.39762], [-3.73878, -3.57423, 1.51324], [-4.35389, -0.97236, 0.22177], [-2.66171, -1.66785, 0.79922], [-4.54998, -1.66509, 3.32095], [-5.02606, -0.13712, 2.32629], [-0.38132, 3.10312, 0.32172], [-1.91308, 3.04477, 0.22930], [-2.47957, 1.68691, -0.17151], [-2.06463, 1.29639, -1.39650], [-3.83937, 1.73414, -0.22707], [-2.34923, 4.02910, -0.60184], [-2.40499, 3.36368, 1.46819], [0.29768, 3.63504, -0.81932], [0.55568, 2.70189, -1.86747], [-0.17578, 3.05374, -3.16816], [-1.52106, 3.09340, -2.99036], [0.06006, 2.12300, -4.13097], [0.28167, 1.45032, -1.42897], [1.90039, 2.73974, -2.07163], [-0.14667, 3.80975, 1.12733], [0.05616, 2.15515, 0.65558], [-2.20761, 0.91380, 0.55310], [0.14259, 4.02862, -3.54641], [-2.45094, -1.07188, -3.83628], [-1.61340, -2.35898, -3.82347], [-0.37407, -2.32587, -4.71133], [-0.67881, -2.14901, -6.01561], [0.30033, -3.50640, -4.63443], [-2.41305, -3.41645, -4.12718], [-1.20697, -2.56363, -2.53062], [-3.59249, -1.07304, -4.69816], [-3.33247, -0.72791, -6.05802], [-3.62755, -1.87753, -7.02854], [-2.88112, -2.97543, -6.74497], [-3.33052, -1.52765, -8.30848], [-2.06733, -0.25708, -6.16548], [-4.14760, 0.32633, -6.33283], [-2.87460, -0.96840, -2.82971], [-1.83793, -0.17265, -3.96702], [0.31457, -1.53405, -4.40229], [-4.68087, -2.16659, -6.98629], [3.73704, -8.17808, -4.02643], [4.40532, -7.96488, -5.39252], [5.65650, -7.09361, -5.36478], [5.40269, -5.84068, -4.92771], [6.17511, -6.96242, -6.61706], [3.48507, -7.48354, -6.27080], [4.75672, -9.20149, -5.86773], [2.62196, -7.33166, -3.73295], [2.95060, -6.05203, -3.19396], [2.53256, -4.89692, -4.11133], [3.12888, -4.98347, -5.32782], [2.89691, -3.69674, -3.58624], [4.26688, -6.02537, -2.87693], [2.28047, -5.96666, -2.01286], [3.30970, -9.18823, -4.04533], [4.46096, -8.20447, -3.20378], [6.43308, -7.53421, -4.73272], [1.45058, -4.89054, -4.26659], [-3.20353, 8.22212, 3.18956], [-2.35391, 7.83990, 1.96878], [-2.17069, 6.34055, 1.75970], [-1.53623, 5.74926, 2.79561], [-1.40620, 6.10171, 0.65838], [-1.15639, 8.48101, 2.03836], [-2.98211, 8.35145, 0.86324], [-2.48129, 8.57878, 4.37155], [-2.07735, 7.48555, 5.19473], [-0.55348, 7.35201, 5.29766], [0.01571, 7.16665, 4.07920], [-0.20508, 6.27778, 6.05500], [-2.67900, 6.35285, 4.76021], [-2.60082, 7.73777, 6.42507], [-3.74194, 9.13827, 2.91720], [-3.99523, 7.49263, 3.39586], [-3.13167, 5.84078, 1.60650], [-0.11013, 8.24603, 5.74373], [2.86042, -2.18847, 6.23859], [2.12751, -1.43177, 5.12122], [3.02756, -0.89634, 4.01282], [3.93332, -0.00421, 4.46996], [2.29035, -0.24292, 3.07263], [1.37452, -0.44129, 5.67066], [1.23357, -2.30621, 4.56019], [3.14917, -1.43807, 7.42159], [4.34729, -0.66441, 7.37789], [4.08418, 0.84262, 7.47910], [3.28866, 1.28027, 6.46987], [5.24240, 1.54980, 7.39337], [5.05854, -1.00396, 6.27669], [5.08928, -1.07399, 8.44234], [2.17620, -2.97506, 6.57992], [3.73869, -2.73232, 5.87204], [3.55959, -1.70737, 3.50698], [3.59682, 1.09357, 8.42479]]
}

[3]
{
  "formula": "C27H25Cl4N4O3Sc",
  "method": "ωB97M-V with the def2-TZVPD basis set",
  "lumo_energy_ev": [4.4521, 4.4516],
  "energy_ha": -4090.2252,
  "total_charge": -2,
  "max_force_ev_per_a": 0.84,
  "symbols": ["Sc", "C", "C", "C", "C", "N", "C", "C", "C", "C", "C", "C", "C", "H", "H", "H", "H", "H", "H", "H", "H", "Cl", "C", "C", "Cl", "C", "Cl", "C", "O", "C", "O", "C", "Cl", "C", "N", "C", "C", "C", "N", "C", "O", "N", "H", "H", "H", "H", "H", "H", "H", "C", "C", "C", "C", "C", "H", "H", "H", "H", "H", "H", "H", "H", "H", "H"],
  "coordinates": [[0.28511, -0.27220, -0.15260], [-2.60439, 3.70184, -1.77958], [-3.55657, 3.33827, -0.83589], [-3.71924, 1.99806, -0.54139], [-2.92041, 1.05269, -1.19284], [-2.00157, 1.40667, -2.09035], [-1.85258, 2.69723, -2.36734], [-3.06423, -0.39505, -0.91602], [-4.34899, -0.93177, -1.03089], [-4.57307, -2.27908, -0.80585], [-3.49275, -3.06787, -0.43793], [-2.22772, -2.50603, -0.32447], [-1.92151, -1.15233, -0.56544], [-2.43278, 4.74027, -2.03186], [-4.14173, 4.09273, -0.32334], [-4.42502, 1.67206, 0.21132], [-1.07114, 2.93622, -3.07717], [-5.17285, -0.29154, -1.33435], [-5.56624, -2.70252, -0.91248], [-3.63790, -4.12583, -0.23908], [-1.43401, -3.17068, -0.00151], [4.28525, 5.29807, -1.72293], [3.68671, 3.84964, -0.97332], [4.46302, 3.17085, -0.05743], [6.04697, 3.75570, 0.35024], [3.96277, 2.00448, 0.54373], [4.92663, 1.14978, 1.71594], [2.69565, 1.48984, 0.25373], [2.19543, 0.44452, 0.80211], [1.89080, 2.19024, -0.73505], [0.71892, 1.69253, -1.01282], [2.40821, 3.35306, -1.29569], [1.42908, 4.22219, -2.44782], [0.36262, -1.34218, 4.61563], [0.04723, -0.16106, 3.85838], [0.22790, 1.10540, 4.44744], [0.04640, 2.23370, 3.65821], [-0.28518, 2.07421, 2.32833], [-0.40418, 0.82856, 1.76269], [-0.11738, -0.25495, 2.48464], [-0.01377, -1.37585, 1.92402], [-0.53893, 3.14414, 1.46343], [-0.08855, -1.25740, 5.60816], [1.44516, -1.48221, 4.73027], [-0.04543, -2.20372, 4.09377], [0.57778, 1.11740, 5.46832], [0.19783, 3.22018, 4.07629], [0.03430, 3.95074, 1.65403], [-0.43461, 2.84930, 0.49753], [0.38121, -3.22772, -2.72488], [1.55255, -3.17931, -1.73130], [1.35089, -4.23994, -0.63069], [2.84140, -3.53875, -2.49339], [1.66406, -1.81409, -1.07981], [0.20289, -4.25050, -3.07829], [0.60806, -2.59624, -3.58786], [-0.52741, -2.84299, -2.26298], [1.11713, -5.22078, -1.06223], [0.54733, -3.94189, 0.03947], [2.25857, -4.33276, -0.02873], [2.75623, -4.52063, -2.97640], [3.69160, -3.56327, -1.80777], [3.03683, -2.79067, -3.26506], [2.67762, -1.74879, -0.65282]]
}

[4]
{
  "formula": "C27H25Cl6N3O4S2Tl",
  "method": "ωB97M-V with the def2-TZVPD basis set",
  "lumo_energy_ev": 2.2392,
  "energy_ha": -5239.2131,
  "e_above_lowest_kcal_mol": 19.76,
  "total_charge": -1,
  "max_force_ev_per_a": 0.37,
  "symbols": ["Tl", "C", "C", "C", "C", "C", "C", "C", "C", "C", "C", "H", "H", "H", "H", "H", "H", "H", "H", "H", "H", "H", "H", "H", "H", "H", "Cl", "C", "C", "C", "Cl", "C", "Cl", "C", "Cl", "C", "Cl", "Cl", "C", "C", "O", "O", "H", "H", "N", "C", "C", "C", "C", "C", "C", "S", "O", "O", "N", "C", "S", "C", "C", "N", "H", "H", "H", "H", "H", "H", "H", "H"],
  "coordinates": [[0.45184, -0.45808, -0.25289], [2.38984, -1.51163, -0.75236], [3.42055, -0.44977, -0.83187], [4.04419, -0.35092, 0.36139], [3.53934, -1.39142, 1.24728], [2.60648, -2.12318, 0.59269], [1.90449, -3.34642, 1.10015], [3.97413, -1.53779, 2.66964], [5.05320, 0.67386, 0.76891], [3.70163, 0.35547, -2.06032], [2.24862, -2.41902, -1.96089], [2.54719, -4.23053, 1.03773], [1.00808, -3.57053, 0.52603], [1.60069, -3.24057, 2.14461], [5.02390, -1.83883, 2.74490], [3.37775, -2.28143, 3.19863], [3.87352, -0.58679, 3.19970], [5.84000, 0.23396, 1.38735], [4.57540, 1.47389, 1.34229], [5.52982, 1.12920, -0.10142], [4.70856, 0.16456, -2.44613], [3.62948, 1.43180, -1.87538], [3.00397, 0.09973, -2.85290], [3.21369, -2.88553, -2.18932], [1.92358, -1.86812, -2.84600], [1.52946, -3.21873, -1.78835], [-1.03155, 0.44965, 2.86091], [-1.68670, -0.96703, 2.12034], [-1.18658, -1.40739, 0.89970], [-1.76115, -2.54963, 0.35796], [-1.16429, -3.18276, -1.14427], [-2.80366, -3.23335, 0.97997], [-3.49892, -4.63563, 0.26243], [-3.27842, -2.77354, 2.20348], [-4.56806, -3.59898, 2.99744], [-2.71194, -1.64112, 2.78273], [-3.29933, -1.08370, 4.30901], [-0.73537, 2.52950, -0.05241], [0.98253, 3.02214, 0.04562], [1.79683, 2.16774, 1.02162], [2.74402, 2.73545, 1.55581], [1.45627, 0.94890, 1.18560], [1.01046, 4.05831, 0.36212], [1.39049, 2.93067, -0.95996], [-4.86189, 3.29713, 2.40359], [-4.50858, 2.47712, 1.32689], [-4.59911, 1.09141, 1.43549], [-4.24827, 0.28105, 0.36932], [-3.81471, 0.84631, -0.81894], [-3.76083, 2.22843, -0.95120], [-4.10822, 3.03823, 0.11278], [-3.23393, -0.18041, -2.13068], [-3.68841, 0.41579, -3.36957], [-3.65631, -1.51771, -1.80834], [-1.64244, -0.08894, -2.00807], [-0.91287, 0.71747, -2.78806], [-1.42727, 1.68006, -4.15562], [0.17622, 2.31495, -4.29262], [0.97166, 1.77970, -3.34762], [0.37299, 0.87178, -2.50359], [-4.76843, 2.84851, 3.30193], [-4.40528, 4.19581, 2.39834], [-4.92868, 0.64542, 2.36680], [-4.30532, -0.79669, 0.44968], [-3.43137, 2.66760, -1.88541], [-4.05112, 4.11606, 0.01160], [0.44345, 3.02970, -5.05314], [2.01469, 2.01878, -3.21511]]
}